The following is a DFT calculation (ωB97M-V/def2-TZVPD) of 3 unconnected molecules or ions with the total composition C35H78BrN2O11P2.

Its energy above the lowest of the compared OMol25 structures with the same formula, charge and spin is 9.290 eV. The HOMO-LUMO gap is 5.368 eV. As for the net charge: +1.

```
129
Properties=species:S:1:pos:R:3:forces:R:3:mulliken_charge:R:1
C -0.2888 -3.1604 -6.8029 -0.6 -0.3 0.0 -0.736
C -1.6865 -2.2429 -6.8087 0.4 -0.3 -0.4 -0.433
C -1.5810 -0.9484 -5.7545 -0.1 -1.0 0.0 -0.248
C -3.0647 -0.6446 -5.0437 1.1 -1.2 -1.0 -0.327
C -2.8193 -0.5206 -3.4309 -0.6 1.6 0.3 -1.245
C -4.1961 -0.7780 -2.5133 0.8 -0.1 -2.5 1.344
C -5.5028 -0.4833 -3.5157 -0.5 0.4 -0.2 -0.829
O -6.7833 -0.3922 -2.7883 1.1 1.9 -0.2 -0.382
C -7.2763 1.0209 -2.7723 -1.6 0.9 0.4 -0.207
C -8.3816 1.2964 -1.5643 0.3 0.8 -0.6 -0.892
O -4.0838 0.1750 -1.4070 -1.0 -2.4 0.6 -0.331
C -4.8438 -0.1930 -0.2143 -2.2 0.8 0.6 0.132
P -4.3021 1.1167 1.1272 3.7 -0.1 -1.2 0.304
N -2.6887 1.1926 1.2188 -1.6 -0.9 -0.4 -0.636
C -4.7157 -1.7395 0.2837 -2.0 0.2 1.6 0.094
C -4.4870 -1.9634 1.8926 0.2 -1.3 0.3 -1.324
C -2.9080 -1.9657 2.3702 0.0 -1.3 0.5 -0.182
C -2.8000 -1.5159 3.9569 0.3 -1.2 -0.2 -0.837
C -1.4326 -0.6955 4.3369 -0.8 -0.2 0.4 -0.288
C -1.8785 0.4986 5.3971 0.2 0.1 0.0 -0.787
C -1.0489 1.8996 5.1574 -0.2 -0.8 1.3 -0.553
C 0.3796 1.7541 5.9493 0.4 1.0 -0.6 -0.300
C 1.5148 2.8324 5.3670 -0.2 -0.6 1.1 -0.226
C 1.0976 4.3598 5.8128 1.2 -0.5 -0.3 -0.647
C 2.4194 5.3451 5.5813 -0.5 -0.4 0.5 -0.497
O 3.1205 4.8809 4.3696 1.1 1.6 1.7 -0.293
C 4.5394 5.3241 4.4534 0.2 0.0 -0.5 -0.641
N -3.7048 -2.4681 -0.5993 -1.5 0.5 0.0 -0.129
Br -3.5850 -4.3304 -0.1870 0.1 0.3 0.4 0.167
C -4.2653 -2.3742 -2.0274 -0.7 0.5 0.4 -0.760
P -3.4032 -3.5874 -3.2182 0.4 0.0 -5.0 0.608
O -1.7016 -3.7633 -2.9167 -1.7 -1.0 0.9 -0.466
O -4.2368 -5.0997 -3.3964 -0.1 1.7 2.6 -0.540
H 0.4486 -2.7695 -5.9817 -1.2 -0.6 -1.8 0.124
H 0.1909 -3.1747 -7.8727 -0.7 0.1 2.3 0.240
H -0.5356 -4.2910 -6.5119 0.5 2.5 -0.7 0.240
H -2.5448 -2.9922 -6.5246 1.5 1.8 -0.3 0.236
H -1.9224 -1.8879 -7.9213 0.6 -0.7 2.5 0.380
H -1.1353 0.0042 -6.2715 -0.9 -1.9 0.9 0.352
H -0.8034 -1.2972 -4.9294 -1.7 0.9 -1.6 -0.066
H -3.7327 -1.5806 -5.3647 1.4 2.1 1.1 0.214
H -3.5438 0.2948 -5.5511 1.0 -1.6 1.4 0.341
H -1.8918 -1.1374 -3.0238 -2.1 1.0 -1.0 0.176
H -2.5310 0.6209 -3.2308 -0.7 -2.5 -0.3 0.334
H -5.3710 0.5697 -4.0630 0.2 -2.6 1.1 0.398
H -5.6506 -1.3656 -4.3067 0.7 2.0 1.7 0.161
H -7.8508 1.2654 -3.7850 1.5 -0.7 2.0 0.336
H -6.4249 1.8085 -2.6131 -1.3 -1.7 -0.4 0.233
H -7.8453 1.3905 -0.5196 -1.2 -0.5 -2.0 0.203
H -8.8462 2.3742 -1.7775 1.1 -2.3 0.4 0.342
H -9.2789 0.5456 -1.5836 2.0 1.3 0.2 0.262
H -6.0114 0.0248 -0.3412 2.4 -0.7 -0.2 -0.175
H -4.9293 0.8775 2.4010 -0.2 0.1 -0.9 0.133
H -4.7760 2.3937 0.6394 -0.5 -0.9 0.4 0.164
H -2.2159 0.5040 0.5940 -0.6 0.9 0.6 0.240
H -5.7632 -2.2609 0.0423 2.4 1.1 0.3 0.274
H -4.8818 -3.0678 2.1216 0.7 2.5 -0.5 0.458
H -5.1811 -1.2721 2.5748 1.6 -1.3 -1.9 0.437
H -2.1798 -1.3955 1.6549 -1.5 -0.7 1.5 0.167
H -2.5575 -3.1067 2.3423 -0.7 2.5 -0.1 0.299
H -2.7875 -2.5211 4.5929 -0.2 2.1 -1.4 0.321
H -3.7958 -0.9678 4.2345 2.1 -0.7 -0.4 0.371
H -0.6769 -1.4543 4.8619 -1.6 1.8 -1.2 0.228
H -0.9334 -0.2960 3.3548 -1.0 -0.5 2.0 0.251
H -3.0328 0.7543 5.3351 2.3 -0.8 -0.2 0.414
H -1.7132 0.0625 6.4924 -0.2 1.2 -2.2 0.253
H -0.9199 2.1020 4.0038 -0.3 -0.4 2.3 0.305
H -1.6879 2.7523 5.6785 1.4 -1.6 -1.3 0.259
H 0.2053 2.0145 7.0942 0.4 -0.8 -2.4 0.227
H 0.8016 0.6603 5.8343 -0.9 2.1 0.3 0.039
H 1.6645 2.6963 4.2093 -0.4 0.4 2.3 0.182
H 2.5423 2.5592 5.8943 -2.0 0.6 -1.2 0.196
H 0.1671 4.7132 5.1770 1.9 -0.6 1.5 0.268
H 0.8679 4.3259 6.9712 0.2 0.3 -2.4 0.261
H 2.0818 6.4782 5.5171 0.7 -2.2 -0.1 0.265
H 3.2004 5.2707 6.4674 -1.9 -0.1 -1.5 0.391
H 4.6212 6.2858 5.1161 -0.1 -1.6 -1.5 0.332
H 5.2203 4.4994 4.9382 -1.4 1.4 -0.9 0.230
H 4.9062 5.5131 3.3409 -0.8 -0.3 2.5 0.222
H -2.7411 -2.0666 -0.5650 -0.7 -0.3 0.1 0.528
H -5.4281 -2.6419 -2.0725 2.5 0.2 0.5 0.381
H -1.2732 -4.4753 -3.4778 -1.0 1.1 0.7 0.342
H -5.0366 -5.1632 -2.7962 1.3 -0.2 -0.8 0.332
C 7.0179 -2.4671 6.0519 0.4 0.6 0.0 -0.846
O 6.6412 -1.7439 4.8859 0.0 -0.8 0.1 -0.264
C 6.4974 -2.5340 3.7162 -0.4 0.2 0.0 -0.485
C 5.0572 -2.6153 3.1683 0.1 0.1 -0.3 -0.214
O 4.0084 -3.0642 4.0199 0.1 0.2 0.1 -0.498
C 3.7487 -2.3399 5.2192 0.0 0.1 0.2 -0.598
C 3.3969 -0.8415 5.1287 0.3 -0.3 0.0 0.126
O 4.3954 -0.0495 4.5030 -0.7 -0.1 -0.5 -0.311
C 3.9842 0.5718 3.2876 0.4 0.2 0.4 -0.735
H 8.0667 -2.2364 6.2899 -0.2 -0.2 0.0 0.240
H 6.4143 -2.1183 6.8914 0.0 0.0 0.0 0.252
H 6.8898 -3.5478 5.9508 0.0 0.1 -0.1 0.411
H 6.8855 -3.5440 3.8613 0.0 -0.1 0.2 0.386
H 7.1166 -2.0667 2.9395 -0.2 -0.1 -0.1 0.356
H 5.0804 -3.3286 2.3349 0.0 -0.1 0.2 0.434
H 4.7641 -1.6800 2.7016 0.1 0.3 0.1 0.026
H 4.5576 -2.5063 5.9211 0.2 0.2 0.1 0.109
H 2.8879 -2.8364 5.6783 -0.1 0.0 -0.2 0.476
H 3.3039 -0.4669 6.1562 -0.1 -0.2 0.0 0.370
H 2.4124 -0.7168 4.6498 0.3 0.0 -0.1 0.003
H 3.0793 0.1227 2.8665 0.0 0.0 0.1 0.409
H 4.7945 0.4771 2.5612 0.0 0.0 0.0 0.287
H 3.8183 1.6368 3.4723 -0.1 0.0 -0.1 0.068
C 3.2305 -0.8286 -6.9035 -0.3 0.3 -0.6 -0.878
O 2.6602 0.4068 -6.4877 0.0 -0.7 0.5 -0.311
C 1.9841 0.3604 -5.2411 0.3 0.5 0.0 0.163
C 2.6408 1.1956 -4.1221 -0.1 0.2 0.1 -0.468
O 4.0044 0.9647 -3.7846 -0.2 0.0 -0.2 -0.484
C 4.9936 1.1332 -4.7963 0.2 0.0 -0.1 -0.247
C 5.1199 2.4986 -5.5011 -0.1 -0.3 0.1 -0.458
O 3.9348 2.9224 -6.1583 0.1 0.4 0.7 -0.282
C 3.3593 4.1157 -5.6319 0.0 -0.2 -0.5 -0.828
H 2.6333 -1.2345 -7.7332 0.1 -0.1 0.2 0.223
H 4.2325 -0.6393 -7.2923 0.0 0.0 0.0 0.287
H 3.2979 -1.5662 -6.0997 0.0 0.1 0.0 0.407
H 1.8490 -0.6655 -4.8934 0.1 -0.2 -0.1 0.232
H 0.9801 0.7713 -5.4093 0.0 0.0 0.2 -0.021
H 2.0751 0.9877 -3.2052 0.1 -0.2 0.0 0.441
H 2.4874 2.2575 -4.2869 0.0 0.1 -0.3 0.138
H 4.9076 0.3303 -5.5193 -0.1 0.0 -0.3 0.025
H 5.9515 0.9471 -4.3004 -0.1 0.2 0.1 0.442
H 5.8848 2.3922 -6.2811 0.1 -0.1 0.2 0.367
H 5.4887 3.2544 -4.7891 -0.2 -0.1 -0.1 0.356
H 3.7353 4.3640 -4.6345 0.0 -0.1 -0.1 0.417
H 2.2768 3.9802 -5.5760 0.0 0.0 0.0 0.226
H 3.5617 4.9406 -6.3207 0.0 0.1 0.1 0.241
```
Forces are in eV/Å.